1.
Formula: H6O3
Source: the OMol25 dataset
Level of theory: the ωB97M-V functional and the def2-TZVPD basis

Results
<S²>	0.76
Kohn-Sham gap (alpha / beta)	0.4453 / 0.1458	hartree
LUMO level (alpha / beta)	-0.1462 / -0.4451	hartree
spin multiplicity	2
calculated total energy	-6228.22656	eV
total charge	+1
highest occupied orbital energy (alpha / beta)	-16.097 / -16.080	eV

The geometry in XYZ format:
```
9
Properties=species:S:1:pos:R:3:forces:R:3
O 0.1542 0.7190 -0.7303 0.657 -0.914 -1.108
H -0.5273 0.6474 -0.0620 -1.472 0.060 1.188
H 0.6893 1.4610 -0.4489 0.597 0.811 0.165
O 1.8871 -2.5277 -1.1489 -0.032 -0.529 0.662
H 1.6882 -2.4953 -2.0847 -0.172 -0.232 -1.170
H 1.8044 -1.6207 -0.8545 0.119 0.987 0.485
O -1.9350 1.2491 1.3882 0.548 -0.288 -0.644
H -1.9910 0.5368 2.0252 -0.209 -0.268 0.272
H -1.7700 2.0304 1.9159 -0.037 0.373 0.150
```
Positions in Å, forces in eV/Å.


2.
Formula: C8H20BBr8Na2
Source: the OMol25 dataset
Level of theory: the ωB97M-V functional and the def2-TZVPD basis

Results
Kohn-Sham gap	0.2432	hartree
LUMO level	-0.1718	hartree
calculated total energy	-578462.69218	eV
total charge	+1
highest occupied orbital energy	-11.292	eV

The geometry in XYZ format:
```
39
Properties=species:S:1:pos:R:3:forces:R:3
Na -2.1262 -2.5558 2.0889 -0.102 0.564 -0.446
Na 1.1710 -3.7237 1.9308 0.539 0.392 -0.397
B -0.0853 -1.7234 0.7139 0.048 0.086 0.193
H -1.0483 -1.2385 0.6728 -3.945 1.411 -0.058
H 0.2503 -1.7292 1.7394 1.934 0.896 4.258
H -0.0861 -2.7813 0.5012 -0.790 -4.638 -1.403
H 0.4736 -1.2764 -0.0937 2.588 1.742 -2.316
Br -2.2902 3.6243 -1.4811 0.479 -0.239 1.292
C -0.5946 2.8367 -0.7570 0.183 0.659 -1.108
C -0.2242 1.7092 -1.7038 -0.455 0.669 0.562
Br -0.0293 2.5097 -3.5301 0.333 -1.066 1.008
H -0.5915 2.5502 0.2947 -0.869 -0.260 -0.309
H 0.1449 3.6369 -0.7875 -0.188 0.094 -0.259
H -1.0261 0.9769 -1.6100 0.020 -0.038 -0.879
H 0.6878 1.2434 -1.3305 0.087 0.123 -0.685
Br 3.7759 -2.4008 0.4912 -0.077 0.396 -0.320
C 3.4390 -0.7407 -0.5200 -0.063 0.687 -0.923
C 3.2830 0.4168 0.4050 -0.824 0.895 1.181
Br 2.9817 2.1328 -0.5183 0.519 -0.443 -0.092
H 2.5339 -0.8375 -1.1197 -0.061 -0.481 0.274
H 4.2317 -0.5328 -1.2387 0.368 -0.617 0.301
H 4.0854 0.6273 1.1121 0.127 -0.337 -0.328
H 2.3552 0.3225 0.9691 0.129 -0.210 0.122
Br 0.4474 3.7827 2.3091 -0.424 0.036 0.620
C -0.9722 2.7010 3.1015 -0.014 -1.815 -0.251
C -0.4858 1.2203 2.9050 0.762 1.682 -0.258
Br -1.6470 -0.0564 3.8238 0.229 0.175 -0.133
H -1.9293 2.8447 2.6001 0.235 0.355 -0.112
H -1.0897 2.8837 4.1696 0.248 0.358 -0.198
H 0.5378 1.2233 3.2795 -0.238 -0.654 0.705
H -0.3290 0.9597 1.8583 -0.777 -0.231 -0.010
Br -3.8724 -3.0448 -1.3280 0.602 -0.065 -0.492
C -2.5964 -2.7093 -2.8241 0.928 -0.375 -0.267
C -1.3348 -2.0434 -2.2678 -0.834 0.910 0.004
Br -0.2370 -1.1518 -3.6255 -0.330 -0.502 0.019
H -3.1454 -2.1179 -3.5568 0.134 0.206 0.362
H -2.3061 -3.6383 -3.3148 -0.505 -0.239 0.300
H -0.6378 -2.6692 -1.7105 -0.532 -0.091 -0.136
H -1.7137 -1.2306 -1.6482 0.534 -0.034 0.179
```
Positions in Å, forces in eV/Å.


3.
Formula: C6H8
Source: the OMol25 dataset
Level of theory: the ωB97M-V functional and the def2-TZVPD basis

Results
Kohn-Sham gap	0.3711	hartree
LUMO level	0.0464	hartree
calculated total energy	-6350.36540	eV
highest occupied orbital energy	-8.835	eV
structure (SMILES)	C1=C[C@H]2C[C@H]2C1

The geometry in XYZ format:
```
14
Properties=species:S:1:pos:R:3:forces:R:3
C 0.6614 1.2053 0.7005 0.022 0.091 0.164
C 1.0169 -0.0372 -0.0627 0.131 -0.107 -0.026
C 0.2488 -1.3203 0.2445 0.036 -0.012 0.013
C -1.1835 -0.9628 -0.0940 -0.038 0.124 -0.039
C -1.2850 0.2614 -0.6146 0.003 -0.137 0.100
C 0.0362 0.9555 -0.6498 -0.052 0.074 -0.168
H 0.0216 1.1227 1.5758 0.052 -0.037 -0.140
H 1.4231 1.9781 0.7694 -0.115 -0.145 -0.046
H 2.0247 -0.1138 -0.4590 -0.159 0.020 0.061
H 0.3606 -1.6349 1.2902 -0.027 0.068 -0.118
H 0.6054 -2.1572 -0.3711 -0.060 0.130 0.061
H -2.0153 -1.6367 0.0931 0.116 0.124 -0.042
H -2.2073 0.7323 -0.9426 0.118 -0.091 0.055
H 0.2924 1.6077 -1.4796 -0.028 -0.104 0.125
```
Positions in Å, forces in eV/Å.


4.
Formula: C28H17F12N3O2PdS3
Source: the OMol25 dataset
Level of theory: the ωB97M-V functional and the def2-TZVPD basis

Results
<S²>	2.01
Kohn-Sham gap (alpha / beta)	0.2147 / 0.2106	hartree
LUMO level (alpha / beta)	0.1502 / 0.1502	hartree
spin multiplicity	3
calculated total energy	-106475.08666	eV
total charge	-2
highest occupied orbital energy (alpha / beta)	-1.757 / -1.643	eV

The geometry in XYZ format:
```
66
Properties=species:S:1:pos:R:3:forces:R:3
Pd 0.2242 -0.3554 0.4118 -0.997 0.171 -0.460
C -6.2803 2.4849 1.8415 0.033 0.008 -0.002
C -4.8345 2.0557 1.8449 -0.012 -0.017 0.001
C -4.1136 1.8862 3.0177 0.047 -0.003 0.024
C -2.7931 1.4875 2.9860 -0.079 0.001 0.000
C -2.0818 1.2517 1.7843 0.122 -0.296 0.140
N -0.7580 0.8914 1.8328 0.044 0.433 0.031
C -0.0137 1.1408 2.9766 -0.088 -0.154 -0.041
C -0.0510 2.4145 3.5757 0.082 0.065 0.005
C 0.7164 2.7455 4.6735 -0.053 0.039 0.000
C 1.5857 1.8218 5.2424 0.040 -0.014 -0.028
C 2.4677 2.1721 6.4148 -0.032 -0.010 0.004
C 1.6472 0.5678 4.6525 0.017 -0.046 -0.002
C 0.8693 0.1950 3.5571 0.041 0.027 -0.027
C 1.0474 -1.1907 2.9050 0.716 -0.224 -0.173
O 0.0073 -1.6097 2.1443 0.827 0.128 -0.121
C 1.3122 -2.3327 3.9555 -0.799 0.133 -0.021
F 0.2876 -2.3638 4.8306 -0.038 -0.077 0.026
F 2.4305 -2.2702 4.7082 0.102 0.048 0.130
F 1.3528 -3.5243 3.3475 0.073 -0.067 -0.053
C 2.4081 -1.1000 2.0352 -0.037 -0.081 0.602
F 3.5465 -1.2554 2.7444 0.037 0.074 0.054
F 2.4440 -2.0195 1.0683 0.010 -0.073 -0.026
F 2.5227 0.1170 1.4556 -0.031 -0.095 -0.129
C -2.8461 1.3418 0.5841 -0.001 0.048 0.035
C -4.1706 1.7612 0.6614 -0.013 0.058 -0.096
C -2.2229 0.9458 -0.7715 -0.210 0.031 0.050
O -1.5251 -0.2090 -0.7358 0.176 -0.056 -0.104
C -3.3205 0.6609 -1.8590 0.076 -0.025 0.246
F -4.2454 -0.1988 -1.3950 -0.023 -0.019 -0.050
F -3.9944 1.7633 -2.2842 -0.072 0.060 -0.093
F -2.8020 0.1073 -2.9550 0.007 -0.048 -0.069
C -1.4018 2.1763 -1.3088 -0.157 -0.270 -0.020
F -0.2505 2.3369 -0.6512 0.100 0.058 0.073
F -1.0998 2.0693 -2.6121 0.085 0.026 -0.083
F -2.0880 3.3340 -1.1735 -0.025 0.165 0.018
H -6.6024 2.7699 2.8457 0.010 0.000 -0.006
H -6.4462 3.3434 1.1844 0.008 -0.003 0.007
H -6.9448 1.6859 1.4983 0.020 -0.007 -0.001
H -4.5938 2.0522 3.9789 0.011 -0.004 -0.001
H -2.2725 1.3372 3.9209 -0.023 -0.008 0.014
H -0.6999 3.1577 3.1293 -0.004 -0.011 0.009
H 0.6481 3.7479 5.0880 0.005 -0.006 -0.016
H 2.1718 3.1274 6.8533 -0.006 -0.010 -0.004
H 2.4132 1.4134 7.1997 -0.008 0.005 -0.013
H 3.5182 2.2572 6.1217 -0.012 -0.004 -0.018
H 2.3410 -0.1486 5.0722 -0.003 0.003 -0.012
H -4.7379 1.8721 -0.2532 0.023 -0.002 0.055
S 3.0847 -5.2724 -3.8393 -0.038 0.179 -0.077
C 2.6574 -3.6534 -3.6602 0.009 -0.031 -0.165
S 2.3295 -3.0094 -2.1020 -0.050 -0.110 0.413
C 2.0069 -1.4210 -2.7534 -0.148 0.015 0.097
N 2.1256 -1.3923 -4.0472 0.097 -0.209 0.195
N 2.4978 -2.6431 -4.5491 -0.010 0.158 -0.319
C 2.6492 -2.6522 -5.9703 -0.020 -0.033 0.138
C 2.3610 -1.4738 -6.6658 -0.025 0.049 -0.049
C 2.5025 -1.4244 -8.0415 0.003 -0.018 -0.005
C 2.9292 -2.5363 -8.7571 -0.008 0.031 0.052
C 3.2058 -3.7022 -8.0644 -0.002 -0.031 0.066
C 3.0696 -3.7718 -6.6821 0.040 -0.040 -0.089
S 1.6481 -0.0859 -1.7529 0.147 0.124 -0.098
H 2.0255 -0.6109 -6.1128 0.019 -0.026 -0.030
H 2.2708 -0.4994 -8.5558 0.006 -0.009 -0.003
H 3.0428 -2.4913 -9.8332 -0.012 -0.002 -0.004
H 3.5344 -4.5874 -8.5962 0.005 0.007 -0.002
H 3.2876 -4.6882 -6.1617 0.004 -0.007 0.024
```
Positions in Å, forces in eV/Å.